Record 1
This record from the Open Molecules 2025 dataset describes a 12-piece molecular cluster, C24H66F6NO15S2 overall. The level of theory is the ωB97M-V functional and the def2-TZVPD basis.

Values from the calculation:
Total charge = -1
Kohn-Sham gap = 7.773 eV
Lowest unoccupied orbital energy = 1.8 eV
ΔE to the lowest compared entry with this formula, charge and spin = 278.6 kJ/mol

```
114
Properties=species:S:1:pos:R:3:forces:R:3
S 11.8647 11.9320 -9.0351 0.64 0.96 -1.85
S 12.6067 12.4003 -6.5892 -0.51 -0.48 -1.23
F 11.6732 11.6551 -11.6446 1.07 -0.58 -0.12
F 12.9202 9.6825 -6.0849 0.53 1.02 0.48
F 13.6876 12.2879 -10.9450 -0.28 -0.18 -0.80
F 13.0700 10.2621 -10.6223 0.46 -1.96 -1.00
F 13.0829 10.9422 -4.3025 -0.20 -0.07 -0.18
F 14.7816 10.8779 -5.6765 -2.46 -0.14 -0.16
O 15.2744 4.5964 2.7385 0.07 -0.35 -0.32
O 13.3115 13.5528 -6.0849 0.03 -0.78 -0.04
O 11.0646 10.8300 -8.6503 -1.54 -1.45 -0.40
O 10.0481 20.8215 -9.3630 -0.91 -0.31 -0.71
O 10.6758 2.2824 -13.5423 -0.01 -0.76 0.33
O 13.8572 18.9823 0.5521 1.02 -0.28 0.61
O 4.4876 12.0152 -13.1395 -0.16 0.91 0.36
O 11.2570 13.2215 -9.2547 -0.25 -0.18 -0.30
O 18.8863 13.8401 -2.9805 -0.04 -0.35 -0.22
O 11.1248 12.4081 -6.4114 3.36 -0.52 -0.02
O 11.3647 19.1784 -15.0481 -0.19 0.94 0.41
O 11.2939 10.1269 5.8139 -0.02 -0.73 -0.39
O 19.3168 14.9758 -13.4884 0.76 -0.20 -0.60
O 6.3942 5.3810 -7.0054 1.28 -1.01 -0.58
O 9.3756 12.0901 -19.8958 2.29 1.06 -0.66
N 13.1940 11.9863 -8.2057 -0.61 1.07 3.98
C 10.6576 19.8397 -7.3452 1.22 -0.24 1.33
C 8.5303 11.4909 -18.9891 -1.58 -0.44 -0.97
C 11.5719 10.8308 4.6011 0.96 1.63 0.61
C 10.8607 10.2355 3.4159 -0.21 -0.70 0.32
C 5.7730 6.6170 -7.2290 -0.98 -0.19 2.08
C 14.2332 4.6325 1.7859 -0.02 0.37 -2.58
C 13.0806 18.7740 -0.5993 -0.67 -0.23 0.21
C 17.6519 14.1798 -0.9256 -0.19 0.02 0.10
C 9.7171 19.7169 -8.5162 0.51 0.49 1.08
C 18.8584 14.5961 -1.7890 -0.58 -0.49 0.73
C 5.5378 7.2624 -5.8263 1.02 -0.03 -1.53
C 12.2231 17.5204 -0.4214 -0.25 1.62 -1.32
C 11.2797 3.4449 -14.0440 -0.42 0.80 -0.43
C 13.3721 10.8536 -5.5956 1.18 0.61 -1.02
C 14.5310 5.7168 0.6543 -0.11 0.15 2.53
C 11.0282 17.8637 -14.6717 -0.55 -0.73 -0.78
C 19.2216 16.1902 -14.2693 -0.14 -0.88 1.58
C 10.3318 4.6219 -13.9385 -1.45 0.50 0.10
C 12.6483 11.4719 -10.7209 -1.47 2.71 2.66
C 7.1321 11.7810 -19.5104 -1.20 0.94 0.59
C 5.1342 12.3676 -10.7316 -1.16 0.86 -1.55
C 11.8489 16.9198 -15.5225 0.50 -0.44 -0.66
C 5.4679 12.5620 -12.2626 1.08 -1.28 1.43
C 17.7618 16.2793 -14.6070 -0.52 0.42 -0.74
H 6.5635 7.3696 -5.4734 -0.14 0.43 0.41
H 14.4328 19.7292 0.3724 0.11 0.03 0.16
H 20.1294 14.5644 -13.7916 0.00 -0.38 0.36
H 10.6637 5.6163 -14.2371 0.56 -0.21 -0.05
H 10.3159 20.4949 -6.5439 -0.20 0.30 -0.26
H 11.0440 17.6667 -13.5998 0.63 0.37 0.09
H 12.4638 19.6717 -0.6404 -0.48 -0.10 -0.75
H 13.6771 18.6658 -1.5052 0.19 0.16 -0.07
H 6.9109 12.8260 -19.2936 -0.18 0.10 0.55
H 5.9422 12.6429 -10.0538 0.08 -0.44 -0.17
H 5.8326 4.6876 -6.6511 -0.38 0.43 -0.02
H 3.8624 12.7356 -13.2475 -0.43 -0.23 -0.25
H 16.6794 14.3671 -1.3809 0.16 0.08 -0.31
H 11.5644 17.7021 0.4278 0.46 -0.92 0.43
H 9.8834 4.7388 -12.9519 0.64 -0.06 0.56
H 19.5559 16.9582 -13.5718 -0.31 0.59 -0.22
H 17.1305 16.0945 -13.7379 0.33 0.51 0.35
H 12.6435 10.9614 4.4508 0.42 -0.92 -0.29
H 17.6083 14.6420 0.0606 0.36 0.61 -0.12
H 9.7841 18.7071 -8.9209 0.03 0.23 -0.69
H 14.4642 6.5908 1.3022 0.05 0.93 -0.96
H 12.2212 3.7072 -13.5615 0.20 -0.30 0.06
H 11.2372 9.2228 3.2711 -0.16 -0.23 0.24
H 12.4421 16.1862 -14.9766 -0.41 -0.27 -0.08
H 10.9924 10.6702 2.4250 0.12 0.70 0.40
H 9.9996 17.6352 -14.9508 -0.32 0.34 0.16
H 11.3727 11.8707 4.8601 -1.00 0.37 -0.72
H 13.2988 4.7437 2.3359 -0.28 0.29 -0.52
H 8.7028 19.8739 -8.1490 -0.10 0.02 -0.41
H 10.8267 20.6174 -9.8861 0.06 -0.19 0.06
H 19.7556 14.3602 -1.2168 0.23 0.28 0.20
H 6.9984 11.8501 -20.5900 0.58 -0.89 -0.29
H 19.9635 16.1806 -15.0678 -0.44 -0.05 -0.48
H 6.3249 11.1682 -19.1093 0.08 -0.05 0.13
H 6.4843 7.2319 -7.7805 -0.31 -0.10 -0.22
H 10.6074 19.5704 -15.4890 0.08 0.09 0.12
H 11.6144 20.2337 -7.6877 -0.03 0.26 -0.17
H 4.3188 13.0671 -10.5471 -0.05 0.41 0.26
H 15.5657 5.6197 0.3254 -0.06 -0.20 0.08
H 9.4012 4.4614 -14.4830 0.16 -0.34 -0.62
H 5.0704 8.2316 -6.0000 -0.13 0.02 0.60
H 18.8634 15.6444 -2.0873 -0.21 0.28 0.53
H 15.0600 5.3012 3.3540 0.23 0.01 0.16
H 17.6611 13.1274 -0.6422 0.31 -0.24 -0.55
H 4.6182 11.4263 -10.5426 0.80 -0.39 0.03
H 10.6214 2.3120 -12.5843 0.00 0.16 0.07
H 19.7105 14.0898 -3.4048 -0.04 -0.19 -0.34
H 12.5508 17.4326 -16.1802 0.20 0.54 0.48
H 11.1806 16.5067 -16.2780 0.07 -0.83 0.28
H 17.5350 17.2408 -15.0677 -0.25 0.09 0.13
H 11.9651 10.3830 6.4506 -0.04 -0.03 0.05
H 9.7994 10.1834 3.6585 -0.06 -0.09 -0.23
H 9.2242 11.7997 -20.7982 -0.21 -0.21 0.16
H 17.3900 15.5026 -15.2753 0.58 -0.10 -0.37
H 11.5418 17.5679 -1.2709 -0.17 -0.21 -0.22
H 6.3733 12.0087 -12.5120 0.13 0.05 0.16
H 10.9895 18.9488 -6.8122 -0.57 -0.57 -0.24
H 5.6964 13.6140 -12.4337 -0.27 0.11 -0.25
H 8.6968 11.9844 -18.0316 0.02 -0.37 0.04
H 5.0363 6.6011 -5.1197 -0.41 0.15 -0.26
H 13.8759 5.7427 -0.2165 -0.23 -0.05 0.38
H 14.1522 3.7881 1.1014 0.35 -1.15 1.21
H 4.8164 6.4633 -7.7284 0.05 0.30 -0.47
H 8.6848 10.4124 -18.9546 0.22 -0.14 0.44
H 11.4498 3.2006 -15.0926 0.31 0.22 -0.01
H 12.8053 16.6144 -0.5894 -0.19 -0.07 0.95
```
Positions in Å, forces in eV/Å.

Atom charges from the Löwdin analysis, given in e for atoms 1 to 2: atom 1 (S): 0.49, atom 2 (S): 0.70

=====

Record 2
This record from the Open Molecules 2025 dataset describes a 12-piece molecular cluster, C24H66F6NO15S2 overall. The level of theory is the ωB97M-V functional and the def2-TZVPD basis.

Values from the calculation:
Total charge = -1
Kohn-Sham gap = 8.382 eV
Lowest unoccupied orbital energy = 2.2 eV
ΔE to the lowest compared entry with this formula, charge and spin = 0.0 kJ/mol

```
114
Properties=species:S:1:pos:R:3:forces:R:3
S 0.8707 1.9737 11.1823 2.14 1.29 -0.21
S 0.3850 -0.5673 11.3171 -2.45 -1.07 -1.46
F 1.1080 -2.4619 13.0289 0.79 0.85 0.13
F 1.1030 4.6053 11.6587 0.09 -0.06 -0.27
F 0.0326 3.5168 13.1784 0.04 0.04 0.01
F -0.5498 -1.3149 13.6597 -0.54 0.35 0.16
F 1.3560 -0.3625 13.8151 0.58 -0.55 -0.04
F -0.9270 3.9258 11.2877 -0.08 0.23 -0.20
O -2.3996 -4.0561 16.4671 0.59 0.28 0.42
O 2.1195 1.7107 11.8902 -0.92 0.80 -0.30
O 2.4989 -0.6916 16.9684 0.11 -0.64 1.07
O -2.2516 1.3270 13.6863 0.42 0.49 0.26
O 0.9431 2.1161 9.7474 -0.14 0.47 0.49
O -0.6370 -1.4462 10.7542 0.60 1.23 1.47
O -1.7125 -4.6725 9.4418 -0.53 -0.70 -0.69
O -4.6759 3.0271 11.9650 -0.20 0.13 0.10
O 5.7414 -2.2387 12.2912 -0.03 0.20 -0.14
O -2.8915 0.9969 10.7969 0.51 -0.78 -0.37
O 1.6066 -0.6639 10.5474 0.17 0.61 1.10
O 1.1734 1.9300 17.0969 -0.85 0.76 -0.12
O -3.7668 -1.0216 13.0969 0.26 0.69 -0.77
O 6.6345 1.0936 8.8843 0.38 0.46 -1.05
O 1.3637 -2.1323 7.9249 0.06 -0.87 -0.29
N -0.2776 0.9824 11.6265 1.57 -2.84 -0.30
C -1.8128 1.4880 15.0155 -0.82 -1.07 0.55
C 0.2269 3.6296 11.8634 -0.08 -1.25 0.25
C -2.9279 1.0415 9.3668 0.34 1.45 1.30
C 3.0616 2.2453 15.5561 -0.26 0.65 0.23
C 4.3636 -2.2358 11.8739 0.59 -0.53 0.23
C 3.8661 -3.6366 12.1252 -0.36 -0.02 0.11
C -1.1046 -4.0065 15.8763 0.49 -0.71 -1.38
C -4.2307 0.5167 8.8386 0.09 0.04 -0.95
C -5.0163 -2.5521 11.7064 0.52 0.37 0.08
C 2.8457 -2.6858 15.7181 1.24 -0.76 0.37
C -1.2798 -4.3865 14.4063 -0.62 0.68 0.34
C -0.7983 -4.9362 10.4825 -0.60 1.52 1.40
C 2.4381 -1.7991 7.0315 -0.76 1.56 0.89
C 5.8531 2.2298 8.5556 -1.26 1.46 0.77
C 4.4405 2.0711 9.1077 -0.14 0.51 -0.83
C 2.4665 2.4868 16.9223 -0.12 -1.73 1.27
C 1.9302 -1.9526 16.6464 -1.83 0.91 -2.67
C -4.8138 5.1051 13.2881 0.24 -0.79 -1.13
C 0.6363 -1.1978 13.0887 -0.83 -0.25 -0.99
C -3.9434 4.1116 12.4882 0.30 0.20 0.53
C 3.7548 -2.0934 7.7660 -1.11 -0.11 -1.22
C -1.1361 -6.2322 11.1945 0.16 -0.21 -0.75
C -3.6260 -1.9960 12.0828 -1.10 -1.48 0.01
C -2.3624 0.3487 15.9297 0.95 0.73 0.05
H 1.2076 0.9745 16.9778 0.43 0.04 -0.02
H -1.0385 -4.1738 11.2394 0.49 0.19 0.00
H 5.8190 2.6040 7.5233 0.05 -1.41 -0.56
H -4.1596 5.6953 13.9268 -0.31 0.27 0.07
H -5.3624 5.6998 12.5538 0.02 0.44 0.28
H -4.3547 -0.5301 9.1142 -0.42 0.12 0.23
H -4.2489 0.5664 7.7437 0.38 -0.20 -0.07
H -2.1582 -6.1568 11.5670 -0.04 -0.06 -0.08
H -2.0333 0.5597 8.9617 -0.20 -0.17 -0.26
H -2.2978 2.3612 15.4609 0.22 0.42 -0.36
H -1.0762 -7.0718 10.4979 0.02 -0.16 0.19
H -3.3643 4.6178 11.7110 -0.25 0.24 -0.23
H -5.4479 -2.8939 12.6480 -0.44 -0.45 -0.35
H -1.9417 0.5313 16.9242 -0.27 0.04 0.17
H -3.4442 0.4644 15.9596 -0.04 -0.35 0.03
H -0.5730 -3.0510 15.8760 -0.80 0.53 0.43
H 3.2186 -0.9048 17.5764 0.07 0.48 -0.03
H 3.8922 1.2325 8.6766 0.25 -0.24 0.11
H 3.2134 -2.0797 14.8894 -0.11 0.53 0.34
H 4.4008 2.0192 10.1931 0.04 -0.05 -0.01
H 2.4157 -3.5355 15.1845 -0.13 -0.31 0.63
H -0.3136 -4.3617 13.9059 -0.14 -0.34 -0.26
H 3.8809 2.9460 8.7612 -0.12 0.08 0.37
H -3.7713 -1.4403 13.9602 0.09 -0.20 -0.08
H 2.4663 3.5048 17.3144 -0.35 0.27 -0.72
H 4.6622 -1.8714 7.2051 -0.04 0.13 -0.03
H 2.5854 2.8617 14.7918 0.40 0.36 0.04
H -2.8642 2.1267 9.1997 0.10 -0.09 -0.96
H 0.2356 -4.7334 10.1971 0.06 -0.59 -0.15
H -1.3096 -4.2401 8.6870 0.33 0.14 0.19
H -1.9358 -3.6400 13.9526 0.33 0.25 -0.07
H 2.2085 -0.7292 6.9240 1.03 0.08 -0.81
H 3.0852 1.9818 17.6823 0.39 -0.07 -0.23
H -1.5156 1.0021 13.1447 -0.40 0.14 0.18
H 3.7785 -3.8115 13.1984 0.04 -0.15 -0.02
H 3.7121 -2.9532 16.3364 0.20 -0.56 -0.54
H -5.6599 -1.7863 11.2691 0.12 0.33 0.33
H -5.5633 4.5404 13.8415 0.21 0.03 0.34
H -3.1607 3.7111 13.1321 -0.25 -0.46 0.11
H -1.9331 1.0443 11.0307 -1.15 -0.07 -0.07
H 2.2957 -2.2882 6.0681 0.05 -0.24 0.19
H -2.0531 -0.6672 15.6807 -0.16 0.05 -0.42
H 4.5566 -4.3651 11.7011 0.01 0.02 -0.03
H 2.8985 1.2341 15.1890 0.25 -0.21 0.46
H -0.7326 1.6132 15.1122 0.06 -0.08 -0.05
H -0.4888 -6.3966 12.0558 0.13 0.00 -0.09
H 6.9635 0.7871 8.0331 0.22 -0.34 0.29
H -0.3455 -4.6594 16.3204 -0.50 -0.45 0.41
H -3.0122 -2.8056 12.4899 -0.04 -0.22 -0.25
H 6.1469 -1.4075 12.0246 -0.08 0.02 0.01
H -5.2956 3.3574 11.3075 0.05 0.04 -0.02
H -4.9383 -3.2927 10.9068 0.04 -0.48 0.43
H 4.1186 2.4495 15.7434 0.14 0.02 -0.94
H 1.1004 -1.7025 15.9704 -0.28 0.29 0.50
H 3.8098 -1.5174 12.4815 -0.15 0.18 -0.30
H 2.8831 -3.7682 11.6705 0.00 -0.06 0.03
H 3.6862 -1.4931 8.6699 0.44 -0.42 0.30
H 3.6536 -3.1736 7.8813 0.58 0.04 0.79
H 1.4388 -2.5084 17.4483 0.70 -0.01 0.38
H 1.4423 -1.4848 8.6379 -0.33 -0.21 0.26
H -3.1587 -1.7430 11.1333 0.40 1.23 0.53
H 6.2361 3.1905 8.9354 0.53 -0.52 0.96
H -5.0623 1.1812 9.0760 -0.08 -0.38 0.75
H -1.8793 -5.2879 14.2797 0.62 -0.45 0.12
H 4.2790 -2.0277 10.8069 -0.01 0.36 0.08
H -2.3466 -4.5520 17.2878 -0.02 0.12 0.04
```
Positions in Å, forces in eV/Å.

Atom charges from the Löwdin analysis, given in e for atoms 1 to 2: atom 1 (S): 0.58, atom 2 (S): 0.70